--- A ---
Density functional theory data (the ωB97M-V functional and the def2-TZVPD basis) for one molecule with the formula C3H5F2NS.

2S+1: 1
Frontier orbital gap (eV): 10.080

Atoms and positions in Å:
C: 1.40 -0.44 -0.67
C: 0.13 0.03 -0.05
N: -0.87 -0.65 0.46
S: -0.80 -2.35 0.54
C: -0.12 1.52 -0.08
F: 0.82 2.15 0.66
F: 0.07 2.07 -1.36
H: 2.05 0.34 -1.00
H: 1.13 -1.02 -1.54
H: 2.01 -1.14 -0.04
H: -1.72 -2.39 1.44
H: -1.12 1.80 0.29

--- B ---
Density functional theory data (the ωB97M-V functional and the def2-TZVPD basis) for a 2-piece molecular cluster, C3H5F2NS overall.

2S+1: 1
Frontier orbital gap (eV): 8.431

Atoms and positions in Å:
C: -1.45 0.26 -0.15
C: 1.27 -1.29 -0.35
C: 0.86 0.03 0.17
N: -1.76 1.39 0.47
F: 1.13 0.47 1.49
F: 1.42 1.06 -0.67
S: -2.04 -0.92 -1.05
H: 1.73 -1.93 0.50
H: 0.42 -1.87 -0.73
H: 2.11 -0.93 -0.96
H: -0.95 1.98 0.70
H: -2.73 1.74 0.58

Least stable of them? B.

--- A ---
Density functional theory data (the ωB97M-V functional and the def2-TZVPD basis) for an isolated ion of composition C2H4N3S and charge +1.

2S+1: 1
Frontier orbital gap (alpha / beta) (eV): 6.378 / 8.594
Total charge: +1

Atoms and positions in Å:
C: -0.44 0.68 -1.90
C: -0.07 0.80 0.65
N: 0.06 -0.45 -1.95
N: 0.15 -0.42 0.48
N: 0.51 -1.33 1.31
S: -0.59 1.84 -0.64
H: -1.10 1.03 -2.70
H: -0.04 1.13 1.72
H: 0.56 -2.18 0.87
H: 0.96 -1.08 2.17

--- B ---
Density functional theory data (the ωB97M-V functional and the def2-TZVPD basis) for an isolated ion of composition C2H4N3S and charge +1.

2S+1: 1
Frontier orbital gap (alpha / beta) (eV): 6.770 / 6.698
Total charge: +1

Atoms and positions in Å:
H: 1.50 0.40 2.10
N: 1.03 0.32 1.22
C: 0.00 0.93 0.86
N: -0.74 0.56 -0.29
C: -0.44 -0.59 -0.93
N: 0.60 -1.30 -0.83
S: 1.36 -2.59 -1.06
H: -0.63 1.82 1.25
H: -1.29 1.27 -0.76
H: -1.38 -0.82 -1.57

Least stable of them? A.

--- A ---
Density functional theory data (the ωB97M-V functional and the def2-TZVPD basis) for C12H34InN2Na4O8P as an isolated structure.

2S+1: 1
Frontier orbital gap (eV): 1.594
Total charge: +4

Atoms and positions in Å:
In: -4.74 -2.59 -1.64
Na: -2.87 1.48 -0.89
Na: -1.29 -3.65 0.64
Na: -1.57 -1.18 -3.51
Na: -2.99 -1.01 2.34
P: -1.73 -1.11 -0.50
O: -0.97 -1.43 0.80
O: -1.75 -2.45 -1.37
O: -1.14 0.05 -1.38
O: -3.19 -0.69 -0.14
C: -1.99 2.23 1.55
C: -2.61 3.65 1.58
C: -1.54 4.82 1.58
O: -2.18 5.94 1.44
C: -1.48 7.16 1.57
N: -3.53 3.75 0.37
H: -2.72 1.43 1.45
H: -1.51 1.88 2.47
H: -1.14 2.06 0.89
H: -3.24 3.70 2.47
H: -0.81 4.66 0.78
H: -0.86 4.84 2.42
H: -1.66 7.52 2.59
H: -1.89 7.98 0.98
H: -0.41 7.19 1.43
H: -4.21 4.47 0.55
H: -3.06 4.21 -0.40
C: 1.54 -5.14 -0.86
C: 1.13 -4.00 -1.80
C: 2.17 -3.63 -2.86
O: 1.83 -2.28 -3.46
C: 1.74 -1.15 -2.56
N: -0.16 -4.13 -2.35
H: 2.30 -4.82 -0.15
H: 1.72 -6.04 -1.44
H: 0.69 -5.37 -0.20
H: 1.10 -3.25 -1.02
H: 2.42 -4.35 -3.64
H: 3.14 -3.54 -2.39
H: 1.19 -1.40 -1.65
H: 1.13 -0.39 -3.05
H: 2.73 -0.75 -2.35
H: -0.21 -3.77 -3.29
H: -0.66 -3.43 -1.83
C: 2.68 -3.26 3.73
C: 2.19 -2.26 2.68
O: 1.16 -2.76 1.82
H: 3.13 -4.09 3.19
H: 1.96 -3.71 4.41
H: 3.52 -2.86 4.30
H: 2.99 -2.14 1.95
H: 1.91 -1.27 3.05
H: 0.69 -2.07 1.35
C: 2.11 1.56 -0.55
C: 1.36 2.34 -1.57
O: -0.02 2.32 -1.38
H: 3.20 1.66 -0.49
H: 1.90 0.49 -0.60
H: 1.70 1.66 0.45
H: 1.70 2.05 -2.57
H: 1.56 3.42 -1.59
H: -0.45 1.47 -1.38

--- B ---
Density functional theory data (the ωB97M-V functional and the def2-TZVPD basis) for C12H34InN2Na4O8P as an isolated structure.

2S+1: 1
Frontier orbital gap (eV): 2.202
Total charge: +4

Atoms and positions in Å:
In: -5.50 0.19 -3.54
Na: -3.16 -2.03 -0.91
Na: -1.32 1.67 -5.24
Na: -2.28 2.87 -2.46
Na: -2.02 -2.20 -4.76
P: -1.99 0.07 -2.82
O: -1.64 -1.41 -2.48
O: -2.71 -0.07 -4.14
O: -0.89 1.15 -3.02
O: -3.12 0.65 -1.89
C: 1.54 4.11 0.76
C: 1.44 2.63 0.75
C: 1.20 2.04 2.20
O: 2.12 2.56 3.22
C: 3.48 2.15 3.05
N: 0.41 2.39 -0.26
H: 1.76 4.50 -0.23
H: 2.29 4.58 1.41
H: 0.60 4.59 1.02
H: 2.36 2.16 0.41
H: 1.30 0.96 2.11
H: 0.23 2.35 2.58
H: 3.46 1.08 2.86
H: 3.98 2.49 3.96
H: 3.93 2.71 2.22
H: -0.54 2.30 0.08
H: 0.54 1.74 -1.02
C: -0.14 -2.11 2.25
C: -0.18 -2.09 0.70
C: -0.40 -3.47 0.12
O: 0.91 -4.10 0.17
C: 0.66 -5.47 0.29
N: -1.24 -1.14 0.28
H: -0.13 -1.11 2.68
H: 0.75 -2.56 2.67
H: -1.00 -2.54 2.77
H: 0.73 -1.55 0.44
H: -0.73 -3.39 -0.92
H: -1.15 -3.98 0.72
H: 0.32 -5.59 1.32
H: 1.58 -6.01 0.07
H: -0.09 -5.92 -0.36
H: -0.94 -0.95 -0.67
H: -1.16 -0.22 0.68
C: -2.69 1.39 2.71
C: -3.23 1.67 1.36
O: -2.17 1.77 0.36
H: -3.42 1.28 3.50
H: -2.08 2.25 2.99
H: -2.07 0.49 2.66
H: -3.86 2.56 1.43
H: -3.76 0.81 0.96
H: -2.39 1.13 -0.33
C: 3.44 -1.27 -2.49
C: 2.03 -0.71 -2.35
O: 1.60 -0.06 -3.57
H: 3.56 -2.05 -3.24
H: 3.73 -1.55 -1.48
H: 4.16 -0.48 -2.69
H: 1.94 -0.10 -1.45
H: 1.25 -1.39 -2.00
H: 0.69 0.22 -3.43

Least stable of them? A.

--- A ---
Density functional theory data (the ωB97M-V functional and the def2-TZVPD basis) for one molecule with the formula C4H5ClOS.

2S+1: 1
Frontier orbital gap (alpha / beta) (eV): 7.330 / 7.330

Atoms and positions in Å:
C: -0.70 0.43 -0.84
C: -0.41 -0.37 0.38
C: 1.34 -0.91 -1.76
C: -0.47 0.35 1.74
O: 0.05 -1.49 0.17
S: 1.00 0.66 -1.80
Cl: 2.89 -1.57 -2.07
H: -0.92 1.40 -0.60
H: -1.36 -0.01 -1.58
H: -1.33 -0.11 2.33
H: 0.47 0.14 2.39
H: -0.56 1.49 1.62

--- B ---
Density functional theory data (the ωB97M-V functional and the def2-TZVPD basis) for a 2-piece molecular cluster, C4H5ClOS overall.

2S+1: 1
Frontier orbital gap (eV): 8.576

Atoms and positions in Å:
Cl: -0.36 2.81 -0.20
S: -0.63 0.78 -0.34
C: 0.98 0.27 -0.38
C: 1.93 -0.62 -0.50
C: 2.40 0.78 -0.24
H: 2.23 -1.63 -0.65
H: 2.76 1.07 0.74
H: 2.82 1.38 -1.04
C: -3.03 -1.21 0.66
O: -2.51 -1.19 -0.42
H: -2.55 -0.81 1.56
H: -4.04 -1.63 0.82

Least stable of them? A.

--- A ---
Density functional theory data (the ωB97M-V functional and the def2-TZVPD basis) for C37H37N5O5PRu as an isolated structure.

2S+1: 6
Frontier orbital gap (alpha / beta) (eV): 4.404 / 7.076
Expectation value of S²: 8.80

Atoms and positions in Å:
Ru: -0.69 -0.03 0.91
O: -1.09 1.44 4.64
C: -0.68 0.87 3.63
N: -1.45 0.75 2.47
C: -2.74 1.39 2.41
C: -3.41 1.00 1.13
C: -4.72 1.39 0.83
C: -5.27 1.01 -0.37
C: -4.53 0.24 -1.25
C: -3.26 -0.12 -0.89
N: -2.70 0.26 0.26
C: 0.59 0.21 3.47
C: 1.54 0.05 4.50
C: 2.66 -0.69 4.28
C: 2.87 -1.30 2.99
C: 1.93 -1.11 2.02
N: 0.82 -0.36 2.21
H: -2.66 2.48 2.45
H: -3.37 1.09 3.26
H: -5.27 1.98 1.55
H: -6.28 1.31 -0.62
H: -4.94 -0.08 -2.20
H: -2.63 -0.75 -1.52
H: 1.32 0.51 5.45
H: 3.39 -0.83 5.07
H: 3.74 -1.90 2.78
H: 2.03 -1.53 1.03
C: -0.77 -0.21 -4.20
O: -0.26 0.34 -2.99
C: -0.08 -0.49 -1.94
O: -0.51 -1.63 -1.94
H: -1.56 0.45 -4.55
H: -1.16 -1.22 -4.03
H: 0.04 -0.24 -4.94
O: -2.75 -2.92 0.04
C: -1.54 -3.18 0.47
O: -0.85 -2.39 1.08
C: -1.04 -4.58 0.16
N: -2.08 -5.34 -0.56
C: -2.44 -6.51 0.26
C: -1.21 -6.79 1.12
C: -0.72 -5.38 1.45
H: -0.15 -4.45 -0.45
H: -1.74 -5.63 -1.47
H: -3.03 -3.75 -0.43
H: -2.73 -7.34 -0.38
H: -3.30 -6.26 0.89
H: -0.46 -7.33 0.55
H: -1.44 -7.37 2.02
H: 0.34 -5.32 1.69
H: -1.27 -4.96 2.30
N: 0.57 0.08 -0.88
P: 1.27 1.60 -0.96
C: 0.15 2.85 -0.65
C: -1.22 2.76 -1.11
C: -2.12 3.77 -0.86
C: -1.74 4.95 -0.18
C: -0.38 5.10 0.17
C: 0.54 4.12 -0.06
C: 2.16 1.65 -2.55
C: 2.68 0.51 -3.18
C: 3.37 0.63 -4.37
C: 3.56 1.88 -4.95
C: 3.04 3.01 -4.33
C: 2.34 2.89 -3.14
C: 2.60 1.67 0.26
C: 3.89 1.22 -0.03
C: 4.88 1.24 0.95
C: 4.59 1.74 2.21
C: 3.32 2.20 2.51
C: 2.33 2.16 1.54
H: -1.53 1.91 -1.69
H: -3.14 3.65 -1.21
H: -2.46 5.73 0.01
H: -0.05 6.02 0.64
H: 1.57 4.29 0.22
H: 2.54 -0.47 -2.73
H: 3.77 -0.25 -4.85
H: 4.11 1.97 -5.88
H: 3.18 3.99 -4.78
H: 1.91 3.77 -2.67
H: 4.13 0.85 -1.01
H: 5.87 0.88 0.72
H: 5.36 1.76 2.98
H: 3.08 2.57 3.49
H: 1.33 2.51 1.77

--- B ---
Density functional theory data (the ωB97M-V functional and the def2-TZVPD basis) for C37H37N5O5PRu as an isolated structure.

2S+1: 6
Frontier orbital gap (alpha / beta) (eV): 4.410 / 5.280
Expectation value of S²: 8.78

Atoms and positions in Å:
Ru: 0.58 -0.08 0.55
O: -2.21 2.11 -1.48
C: -1.37 1.30 -1.12
N: -0.81 1.29 0.14
C: -1.04 2.44 0.98
C: -0.07 2.36 2.13
C: -0.21 3.12 3.29
C: 0.76 3.02 4.28
C: 1.83 2.17 4.10
C: 1.90 1.42 2.94
N: 0.97 1.53 1.98
C: -0.83 0.27 -2.00
C: -1.45 -0.08 -3.27
C: -0.01 -1.34 -4.36
C: 1.22 -1.33 -3.53
C: 1.32 -0.96 -2.25
N: 0.16 -0.62 -1.42
H: -2.06 2.52 1.35
H: -0.86 3.36 0.42
H: -1.06 3.78 3.39
H: 0.66 3.60 5.18
H: 2.60 2.06 4.85
H: 2.69 0.72 2.74
H: -2.43 0.37 -3.37
H: 0.11 -1.91 -5.27
H: 2.15 -1.59 -4.01
H: 2.26 -0.92 -1.73
C: 3.39 -3.24 1.39
O: 2.17 -2.57 1.05
C: 2.25 -1.24 0.84
O: 3.32 -0.66 0.83
H: 3.20 -4.30 1.27
H: 3.64 -3.02 2.43
H: 4.20 -2.92 0.75
O: 0.11 -2.71 3.96
C: -0.38 -2.02 3.08
O: 0.04 -0.90 2.63
C: -1.67 -2.57 2.43
N: -2.17 -1.57 1.41
C: -3.55 -1.13 1.80
C: -3.59 -1.41 3.29
C: -2.84 -2.74 3.40
H: -1.40 -3.50 1.93
H: -2.08 -1.90 0.45
H: -1.51 -0.80 1.52
H: -4.26 -1.74 1.25
H: -3.67 -0.09 1.51
H: -4.61 -1.45 3.67
H: -3.06 -0.62 3.84
H: -3.49 -3.55 3.06
H: -2.47 -2.98 4.39
N: -0.55 -1.81 -0.91
P: -1.10 -2.71 -2.17
C: -2.46 -3.65 -1.39
C: -3.75 -3.85 -1.88
C: -4.64 -4.66 -1.18
C: -4.25 -5.29 -0.01
C: -2.96 -5.12 0.47
C: -2.07 -4.31 -0.22
C: 0.03 -4.03 -2.70
C: 1.05 -4.42 -1.84
C: 1.89 -5.47 -2.20
C: 1.71 -6.11 -3.41
C: 0.70 -5.72 -4.28
C: -0.15 -4.68 -3.92
C: -1.37 -1.65 -3.60
C: -2.43 -2.17 -4.50
C: -2.73 -1.59 -5.74
C: -2.19 -0.43 -6.33
C: -1.21 0.40 -5.82
C: -0.51 0.14 -4.56
H: -4.09 -3.36 -2.78
H: -5.64 -4.79 -1.57
H: -4.95 -5.92 0.52
H: -2.64 -5.64 1.36
H: -1.05 -4.22 0.13
H: 1.20 -3.89 -0.90
H: 2.69 -5.77 -1.53
H: 2.37 -6.92 -3.69
H: 0.57 -6.21 -5.23
H: -0.94 -4.35 -4.59
H: -3.07 -2.97 -4.16
H: -3.52 -2.08 -6.29
H: -2.61 -0.16 -7.29
H: -0.92 1.29 -6.38
H: 0.27 0.88 -4.37

Least stable of them? B.

--- A ---
Density functional theory data (the ωB97M-V functional and the def2-TZVPD basis) for one molecule with the formula C2H2O4.

2S+1: 1
Frontier orbital gap (eV): 10.107

Atoms and positions in Å:
O: -1.36 -0.02 -0.92
C: -0.60 0.48 0.09
O: -0.99 1.41 1.05
C: 0.73 -0.41 0.16
O: 1.35 -1.07 1.11
O: 1.02 -0.71 -1.22
H: -1.82 1.75 0.81
H: 1.68 -1.43 -1.09

--- B ---
Density functional theory data (the ωB97M-V functional and the def2-TZVPD basis) for a 2-piece molecular cluster, C2H2O4 overall.

2S+1: 1
Frontier orbital gap (eV): 11.396

Atoms and positions in Å:
O: 4.23 -0.23 0.57
C: 3.22 -0.29 0.09
O: 2.21 -0.40 -0.38
O: 0.09 1.46 -0.14
C: -0.30 0.36 -0.27
O: -0.35 -0.50 0.76
H: -0.79 -0.07 -1.08
H: 0.18 -0.13 1.47

Least stable of them? A.

--- A ---
Density functional theory data (the ωB97M-V functional and the def2-TZVPD basis) for a 2-piece molecular cluster, C3H12N3S overall.

2S+1: 1
Frontier orbital gap (eV): 4.913
Total charge: +1

Atoms and positions in Å:
C: -0.76 -0.25 -0.89
S: -1.84 1.21 -0.82
C: -3.12 0.49 -1.87
H: -0.59 -0.58 -1.92
H: -1.16 -1.11 -0.36
H: 0.21 0.04 -0.51
H: -3.91 1.23 -2.01
H: -2.79 0.23 -2.88
H: -3.61 -0.41 -1.50
N: 2.38 -0.15 2.32
C: 1.60 -0.22 1.12
N: 0.16 -0.63 1.54
N: 2.59 0.05 -0.01
H: 3.20 -0.71 2.06
H: 2.75 0.80 2.30
H: 0.46 -1.03 2.43
H: -0.12 0.32 1.81
H: 2.04 -0.34 -0.79
H: 2.50 1.06 0.00

--- B ---
Density functional theory data (the ωB97M-V functional and the def2-TZVPD basis) for a 2-piece molecular cluster, C3H12N3S overall.

2S+1: 1
Frontier orbital gap (eV): 9.268
Total charge: +1

Atoms and positions in Å:
C: -2.83 -0.61 -0.90
C: -1.73 -0.67 0.24
C: 0.46 -1.77 -0.21
N: 2.72 1.39 0.89
N: 1.49 1.95 0.42
N: -0.31 -0.73 -0.16
S: 2.04 -1.51 -0.62
H: -2.90 -1.59 -1.39
H: -3.88 -0.32 -0.62
H: -2.62 0.02 -1.83
H: -2.03 -1.45 0.95
H: -1.86 0.35 0.83
H: 0.21 -2.93 -0.23
H: 2.65 0.84 1.72
H: 3.58 2.01 1.05
H: 1.60 2.27 -0.51
H: 0.21 0.13 -0.08
H: 2.14 -0.17 -0.40
H: 1.05 2.79 0.85

--- C ---
Density functional theory data (the ωB97M-V functional and the def2-TZVPD basis) for a 2-piece molecular cluster, C3H12N3S overall.

2S+1: 1
Frontier orbital gap (eV): 8.857
Total charge: +1

Atoms and positions in Å:
C: 1.99 0.55 -0.09
N: 3.27 0.72 -0.43
N: 1.09 0.24 -1.02
N: 1.62 0.69 1.19
C: 1.40 0.07 -2.43
H: 3.55 0.61 -1.41
H: 3.96 0.95 0.28
H: 0.12 0.11 -0.72
H: 0.64 0.56 1.46
H: 2.32 0.92 1.90
H: 0.47 -0.18 -2.96
H: 2.12 -0.75 -2.59
H: 1.82 0.99 -2.86
S: -3.02 -0.07 1.26
C: -4.19 -1.37 1.73
H: -3.91 0.94 1.22
H: -3.61 -2.30 1.81
H: -4.97 -1.51 0.97
H: -4.67 -1.16 2.70

Least stable of them? A.

--- A ---
Density functional theory data (the ωB97M-V functional and the def2-TZVPD basis) for one molecule with the formula C3H7ClO.

2S+1: 1
Frontier orbital gap (eV): 10.913

Atoms and positions in Å:
C: 1.53 -0.79 0.03
O: 0.63 -0.25 -0.97
C: -0.25 0.71 -0.54
C: -1.32 0.30 0.40
Cl: -2.49 -0.63 -0.39
H: 2.14 -0.05 0.59
H: 1.01 -1.17 0.89
H: 2.07 -1.64 -0.38
H: -0.81 0.93 -1.46
H: 0.12 1.68 -0.17
H: -0.87 -0.30 1.21
H: -1.77 1.23 0.78

--- B ---
Density functional theory data (the ωB97M-V functional and the def2-TZVPD basis) for one molecule with the formula C3H7ClO.

2S+1: 1
Frontier orbital gap (eV): 10.926

Atoms and positions in Å:
C: -1.41 -0.52 0.50
O: -1.08 0.40 -0.47
C: 0.26 0.26 -0.96
C: 1.31 0.31 0.18
Cl: 1.49 1.97 0.91
H: -1.05 -1.48 0.30
H: -1.03 -0.19 1.50
H: -2.51 -0.49 0.54
H: 0.33 0.95 -1.83
H: 0.44 -0.79 -1.38
H: 0.95 -0.37 0.89
H: 2.31 -0.05 -0.17

Least stable of them? A.

--- A ---
Density functional theory data (the ωB97M-V functional and the def2-TZVPD basis) for one molecule with the formula C3H3NS2.

2S+1: 1
Frontier orbital gap (alpha / beta) (eV): 6.979 / 6.980

Atoms and positions in Å:
C: 1.49 0.34 -0.01
S: -0.28 0.62 -0.15
S: -0.46 2.62 0.05
C: -0.88 -0.96 0.04
C: -2.15 -1.31 0.02
N: -3.16 -1.90 -0.02
H: 1.92 1.15 -0.43
H: 1.89 -0.60 -0.62
H: 1.62 0.05 1.11

--- B ---
Density functional theory data (the ωB97M-V functional and the def2-TZVPD basis) for one molecule with the formula C3H3NS2.

2S+1: 1
Frontier orbital gap (alpha / beta) (eV): 7.466 / 7.136

Atoms and positions in Å:
C: 0.67 1.36 -0.38
C: -1.64 0.32 -0.32
C: 0.03 -1.22 0.36
N: -1.16 -0.80 -0.26
S: 1.44 -0.16 -0.19
S: -0.82 1.82 0.22
H: 1.24 2.06 -0.96
H: -0.05 -1.13 1.44
H: 0.30 -2.24 0.08

Least stable of them? A.